Computed, not measured: a 2-piece molecular cluster, C3H10N2O2 overall at a distorted geometry, with ωB97M-V with the def2-TZVPD basis set.

Properties
LUMO energy in eV: 0.5643
F_max in eV/Å: 1.88
ΔE to the lowest compared entry with this formula, charge and spin in kJ/mol: 213.4
SMILES string: NCNCC=O.O

Bonds (Å) are listed after each position.
Positions of all 17 atoms, in Å:
1 N 1.38009 -0.98166 0.78609  C2 1.466, H7 1.010, H8 1.008
2 C 1.30430 -0.71460 -0.65305  N1 1.466, N3 1.434, H9 1.093, H10 1.084
3 N 0.20955 0.07755 -1.13317  C2 1.434, C4 1.464, H11 1.016
4 C 0.18091 1.42570 -0.56419  N3 1.464, C5 1.546, H12 1.092, H13 1.088
5 C -0.89278 1.64577 0.52615  C4 1.546, O6 1.195, H14 1.102
6 O -0.91978 1.14150 1.60894  C5 1.195
7 H 0.71952 -0.48693 1.36821  N1 1.010
8 H 1.40544 -1.94400 1.08458  N1 1.008
9 H 2.22649 -0.19992 -0.93548  C2 1.093
10 H 1.33418 -1.66348 -1.17530  C2 1.084
11 H -0.68690 -0.40146 -1.12382  N3 1.016
12 H -0.20599 2.07675 -1.35152  C4 1.092
13 H 1.13842 1.65328 -0.09925  C4 1.088
14 H -1.68791 2.34205 0.21386  C5 1.102
15 O -1.80007 -1.64801 0.27152  H16 0.963, H17 0.962
16 H -1.08996 -1.11414 0.64404  O15 0.963
17 H -2.61549 -1.20841 0.53239  O15 0.962